Molecular formula: C98H204ClN10O6
Method: DFT, wB97M-V/def2-TZVPD

Each line ends with the Löwdin charge.
Atoms and positions in Å:
C (-0.345, -0.247, 5.591)  -0.015
C (0.965, 0.124, 6.371)  -0.343
C (2.155, 0.328, 5.321)  -0.121
C (2.034, 1.586, 4.493)  -0.198
C (2.013, 2.831, 5.371)  -0.115
C (0.853, 2.877, 6.461)  -0.414
N (0.772, 1.505, 7.115)  0.154
O (-0.090, 1.454, 8.182)  0.221
C (-0.508, 3.183, 5.757)  0.013
C (1.320, 3.963, 7.388)  -0.006
C (1.313, -0.957, 7.463)  0.021
H (-1.110, -0.193, 6.365)  0.096
H (-0.366, -1.284, 5.256)  0.083
H (-0.691, 0.272, 4.698)  0.063
H (2.409, -0.483, 4.639)  0.112
H (3.063, 0.375, 5.922)  0.134
H (1.210, 1.672, 3.784)  0.093
H (2.956, 1.513, 3.917)  0.122
H (2.018, 3.788, 4.849)  0.111
H (2.956, 2.775, 5.916)  0.130
H (-0.523, 4.111, 5.186)  0.060
H (-1.292, 3.345, 6.497)  0.106
H (-0.881, 2.410, 5.084)  0.067
H (1.260, 4.915, 6.861)  0.099
H (2.338, 3.814, 7.748)  0.116
H (0.710, 4.162, 8.269)  0.111
H (2.100, -0.559, 8.105)  0.110
H (1.512, -1.916, 6.985)  0.082
H (0.476, -1.156, 8.132)  0.099
C (-6.645, -4.646, 2.314)  0.036
C (-5.199, -4.172, 1.878)  -0.379
C (-5.070, -2.662, 2.035)  -0.148
C (-4.945, -2.115, 3.452)  -0.153
C (-3.630, -2.656, 3.990)  -0.150
C (-3.589, -4.234, 4.060)  -0.370
N (-4.062, -4.905, 2.723)  0.197
O (-3.841, -6.301, 2.443)  0.136
C (-4.343, -4.703, 5.389)  0.050
C (-2.098, -4.580, 4.304)  -0.054
C (-4.941, -4.530, 0.384)  -0.032
H (-6.892, -4.256, 3.301)  0.081
H (-6.761, -5.730, 2.336)  0.107
H (-7.466, -4.175, 1.773)  0.115
H (-5.936, -2.284, 1.492)  0.135
H (-4.206, -2.355, 1.445)  0.101
H (-5.760, -2.372, 4.129)  0.123
H (-4.859, -1.030, 3.514)  0.107
H (-3.405, -2.202, 4.955)  0.125
H (-2.773, -2.323, 3.405)  0.095
H (-3.954, -4.137, 6.235)  0.108
H (-4.170, -5.779, 5.418)  0.107
H (-5.402, -4.457, 5.303)  0.086
H (-1.782, -4.173, 5.264)  0.094
H (-1.463, -4.065, 3.584)  0.025
H (-1.888, -5.649, 4.255)  0.099
H (-3.967, -4.142, 0.086)  0.040
H (-5.612, -4.142, -0.382)  0.112
H (-4.917, -5.615, 0.280)  0.069
C (4.333, -3.316, -8.300)  -0.007
C (4.890, -3.221, -6.841)  -0.351
C (6.414, -2.878, -7.008)  -0.132
C (7.055, -2.376, -5.769)  -0.166
C (6.282, -1.152, -5.276)  -0.110
C (4.801, -1.405, -4.920)  -0.443
N (4.194, -2.044, -6.167)  0.145
O (2.806, -1.921, -6.386)  0.123
C (4.102, -0.018, -4.728)  -0.019
C (4.656, -2.255, -3.686)  -0.003
C (4.698, -4.669, -6.060)  0.062
H (3.263, -3.516, -8.343)  0.086
H (4.814, -4.153, -8.806)  0.116
H (4.487, -2.381, -8.840)  0.100
H (6.547, -2.103, -7.762)  0.136
H (6.973, -3.756, -7.331)  0.154
H (8.075, -2.003, -5.860)  0.146
H (7.094, -3.241, -5.107)  0.120
H (6.192, -0.525, -6.163)  0.126
H (6.793, -0.528, -4.543)  0.140
H (4.447, 0.438, -3.800)  0.094
H (3.021, -0.139, -4.658)  0.046
H (4.169, 0.524, -5.672)  0.085
H (3.627, -2.324, -3.331)  0.082
H (5.192, -1.814, -2.846)  0.112
H (5.140, -3.231, -3.718)  0.081
H (5.101, -5.447, -6.709)  0.109
H (3.632, -4.879, -5.971)  0.090
H (5.267, -4.775, -5.136)  0.071
C (-7.263, 1.897, -0.091)  0.001
C (-6.204, 2.769, 0.700)  -0.329
C (-6.299, 4.295, 0.229)  -0.111
C (-5.776, 5.351, 1.188)  -0.180
C (-6.535, 5.255, 2.541)  -0.092
C (-6.396, 3.840, 3.198)  -0.406
N (-6.703, 2.700, 2.195)  0.160
O (-7.045, 1.445, 2.771)  0.155
C (-7.476, 3.809, 4.301)  -0.006
C (-5.004, 3.519, 3.769)  -0.004
C (-4.683, 2.295, 0.512)  -0.007
H (-7.315, 2.044, -1.170)  0.106
H (-8.253, 2.159, 0.284)  0.105
H (-7.043, 0.833, -0.011)  0.081
H (-7.325, 4.503, -0.076)  0.138
H (-5.744, 4.350, -0.707)  0.130
H (-5.904, 6.321, 0.707)  0.131
H (-4.696, 5.412, 1.322)  0.081
H (-7.549, 5.457, 2.197)  0.137
H (-6.340, 6.073, 3.234)  0.128
H (-7.636, 2.786, 4.641)  0.087
H (-8.458, 4.049, 3.893)  0.110
H (-7.386, 4.441, 5.185)  0.120
H (-4.829, 2.596, 4.322)  0.097
H (-4.813, 4.234, 4.569)  0.103
H (-4.179, 3.646, 3.069)  0.056
H (-4.494, 1.277, 0.853)  0.061
H (-3.918, 2.844, 1.060)  0.053
H (-4.414, 2.193, -0.539)  0.095
C (0.989, 0.440, 0.484)  -0.026
C (0.177, -0.825, 0.580)  -0.377
C (-1.368, -0.516, 0.640)  -0.148
C (-2.016, -0.035, -0.625)  -0.179
C (-1.821, -1.181, -1.606)  -0.093
C (-0.273, -1.506, -1.985)  -0.384
N (0.455, -1.662, -0.686)  0.126
O (1.719, -2.263, -0.779)  0.102
C (0.301, -0.382, -2.922)  0.010
C (-0.295, -2.867, -2.728)  -0.031
C (0.657, -1.478, 1.949)  -0.020
H (0.667, 1.241, 1.149)  0.092
H (0.804, 0.837, -0.514)  0.058
H (2.040, 0.289, 0.732)  0.107
H (-1.617, 0.101, 1.504)  0.122
H (-2.016, -1.350, 0.911)  0.094
H (-1.506, 0.892, -0.886)  0.105
H (-3.077, 0.162, -0.468)  0.103
H (-2.458, -1.027, -2.478)  0.137
H (-2.186, -2.115, -1.179)  0.100
H (-0.125, 0.612, -2.783)  0.074
H (0.025, -0.675, -3.935)  0.097
H (1.385, -0.281, -2.879)  0.073
H (0.679, -3.220, -3.067)  0.087
H (-0.999, -3.000, -3.549)  0.106
H (-0.717, -3.601, -2.041)  0.027
H (1.618, -1.984, 1.856)  0.076
H (-0.018, -2.292, 2.212)  0.029
H (0.574, -0.808, 2.805)  0.067
C (4.344, 4.368, -7.725)  -0.013
C (2.815, 4.434, -7.934)  -0.390
C (2.621, 4.204, -9.449)  -0.090
C (1.117, 3.870, -9.864)  -0.132
C (0.774, 2.542, -9.228)  -0.152
C (0.915, 2.504, -7.711)  -0.428
N (2.272, 3.125, -7.284)  0.182
O (2.615, 2.942, -5.925)  0.088
C (0.905, 0.983, -7.311)  -0.017
C (-0.306, 3.179, -7.136)  0.000
C (2.085, 5.690, -7.316)  0.047
H (4.823, 3.419, -7.967)  0.098
H (4.598, 4.503, -6.674)  0.077
H (4.788, 5.195, -8.278)  0.121
H (3.221, 3.360, -9.791)  0.127
H (2.857, 5.036, -10.111)  0.150
H (0.931, 3.819, -10.937)  0.142
H (0.402, 4.608, -9.500)  0.106
H (1.603, 1.990, -9.672)  0.129
H (-0.209, 2.147, -9.483)  0.151
H (-0.053, 0.474, -7.419)  0.105
H (1.097, 0.862, -6.245)  0.052
H (1.632, 0.354, -7.826)  0.087
H (-0.357, 4.225, -7.439)  0.085
H (-0.404, 3.313, -6.059)  0.091
H (-1.166, 2.651, -7.547)  0.122
H (1.111, 5.819, -7.789)  0.079
H (2.542, 6.677, -7.388)  0.120
H (1.870, 5.450, -6.274)  0.069
C (-1.131, 4.635, 0.417)  -0.070
C (-0.778, 4.897, 1.924)  -0.237
C (-1.495, 6.118, 2.467)  -0.173
C (-1.119, 6.525, 3.955)  -0.078
N (-1.458, 7.996, 4.314)  -0.159
C (-0.749, 9.036, 3.306)  -0.042
C (-0.039, 9.916, 4.292)  -0.136
C (0.477, 9.013, 5.424)  -0.159
C (-0.753, 8.261, 5.723)  -0.105
C (-2.923, 8.341, 4.553)  -0.096
C (-3.803, 8.357, 3.314)  -0.252
C (-4.984, 9.271, 3.481)  -0.076
H (-2.190, 4.440, 0.243)  0.062
H (-0.536, 3.776, 0.107)  0.046
H (-0.964, 5.527, -0.188)  0.075
H (0.276, 5.164, 1.844)  0.083
H (-0.957, 4.068, 2.608)  0.098
H (-2.552, 5.863, 2.543)  0.084
H (-1.476, 6.888, 1.696)  0.119
H (-0.044, 6.476, 4.125)  0.112
H (-1.560, 5.946, 4.767)  0.112
H (-1.511, 9.628, 2.801)  0.132
H (-0.071, 8.489, 2.651)  0.125
H (-0.737, 10.495, 4.897)  0.133
H (0.632, 10.542, 3.705)  0.145
H (0.797, 9.467, 6.362)  0.151
H (1.266, 8.374, 5.027)  0.112
H (-1.284, 8.946, 6.383)  0.150
H (-0.464, 7.324, 6.200)  0.125
H (-2.848, 9.378, 4.880)  0.136
H (-3.206, 7.676, 5.368)  0.148
H (-4.208, 7.365, 3.112)  0.078
H (-3.310, 8.669, 2.393)  0.110
H (-5.771, 8.872, 4.121)  0.092
H (-5.460, 9.449, 2.517)  0.093
H (-4.691, 10.266, 3.817)  0.098
C (-5.094, -4.910, -5.895)  -0.082
C (-4.931, -5.017, -4.357)  -0.232
C (-3.719, -5.900, -3.932)  -0.171
C (-3.621, -6.247, -2.404)  -0.095
N (-2.604, -7.355, -2.058)  -0.147
C (-1.204, -6.759, -2.227)  -0.106
C (-0.415, -7.692, -3.186)  -0.144
C (-1.410, -8.458, -3.995)  -0.178
C (-2.547, -8.594, -3.090)  -0.070
C (-2.823, -7.849, -0.633)  -0.138
C (-4.107, -8.708, -0.391)  -0.204
C (-4.212, -9.532, 0.944)  -0.054
H (-5.316, -5.849, -6.402)  0.087
H (-4.223, -4.512, -6.416)  0.072
H (-5.953, -4.270, -6.097)  0.081
H (-5.806, -5.453, -3.876)  0.112
H (-4.742, -4.033, -3.928)  0.091
H (-2.769, -5.438, -4.201)  0.098
H (-3.815, -6.822, -4.506)  0.108
H (-4.607, -6.633, -2.146)  0.122
H (-3.460, -5.420, -1.713)  0.100
H (-0.762, -6.780, -1.231)  0.080
H (-1.278, -5.765, -2.669)  0.094
H (0.129, -8.418, -2.583)  0.122
H (0.381, -7.216, -3.759)  0.117
H (-1.104, -9.435, -4.370)  0.152
H (-1.716, -7.881, -4.867)  0.121
H (-2.272, -9.477, -2.514)  0.143
H (-3.516, -8.708, -3.576)  0.143
H (-2.641, -7.004, 0.031)  0.076
H (-2.026, -8.492, -0.258)  0.137
H (-4.155, -9.441, -1.197)  0.110
H (-4.975, -8.049, -0.362)  0.091
H (-4.082, -8.938, 1.849)  0.059
H (-3.699, -10.487, 0.836)  0.090
H (-5.260, -9.806, 0.823)  0.087
C (2.763, -5.765, -1.703)  -0.100
C (3.732, -5.540, -0.550)  -0.256
C (3.161, -5.905, 0.777)  -0.192
C (3.966, -5.257, 1.932)  -0.062
N (3.378, -5.429, 3.429)  -0.179
C (1.983, -4.727, 3.464)  -0.084
C (1.940, -3.957, 4.800)  -0.148
C (3.259, -4.235, 5.583)  -0.126
C (4.167, -4.617, 4.456)  -0.113
C (3.360, -6.868, 3.901)  -0.071
C (4.727, -7.627, 3.588)  -0.228
C (4.696, -9.043, 3.978)  -0.085
H (3.096, -5.411, -2.679)  0.061
H (1.827, -5.237, -1.517)  0.049
H (2.601, -6.819, -1.928)  0.085
H (4.042, -4.496, -0.591)  0.102
H (4.580, -6.182, -0.784)  0.129
H (3.047, -6.987, 0.833)  0.130
H (2.119, -5.595, 0.867)  0.079
H (4.018, -4.187, 1.732)  0.113
H (5.022, -5.527, 1.956)  0.132
H (1.185, -5.449, 3.289)  0.122
H (1.896, -3.956, 2.698)  0.083
H (1.162, -4.390, 5.429)  0.112
H (1.796, -2.885, 4.662)  0.076
H (3.154, -5.067, 6.278)  0.129
H (3.668, -3.343, 6.058)  0.125
H (5.100, -5.101, 4.743)  0.146
H (4.403, -3.731, 3.868)  0.130
H (2.617, -7.291, 3.225)  0.124
H (2.859, -6.812, 4.868)  0.140
H (5.552, -7.176, 4.139)  0.116
H (4.884, -7.567, 2.511)  0.104
H (5.716, -9.418, 3.895)  0.106
H (4.164, -9.601, 3.207)  0.093
H (4.268, -9.090, 4.979)  0.100
C (7.565, 3.022, -2.235)  -0.071
C (6.203, 3.701, -2.531)  -0.259
C (5.572, 4.226, -1.272)  -0.160
C (4.262, 5.115, -1.661)  -0.050
N (3.067, 5.074, -0.672)  -0.182
C (2.441, 3.662, -0.502)  -0.086
C (1.601, 3.401, -1.761)  -0.173
C (1.275, 4.724, -2.421)  -0.126
C (1.885, 5.783, -1.448)  -0.052
C (3.492, 5.830, 0.605)  -0.073
C (4.375, 5.005, 1.654)  -0.185
C (4.021, 5.567, 3.062)  -0.091
H (7.574, 2.645, -1.212)  0.073
H (8.366, 3.758, -2.155)  0.091
H (7.866, 2.281, -2.975)  0.074
H (5.591, 3.006, -3.105)  0.089
H (6.321, 4.563, -3.189)  0.119
H (6.169, 5.002, -0.794)  0.123
H (5.288, 3.481, -0.528)  0.093
H (3.700, 4.823, -2.548)  0.110
H (4.602, 6.148, -1.728)  0.141
H (1.883, 3.743, 0.430)  0.113
H (3.221, 2.906, -0.411)  0.117
H (0.720, 2.819, -1.490)  0.075
H (2.142, 2.620, -2.294)  0.110
H (0.197, 4.889, -2.437)  0.114
H (1.569, 4.795, -3.468)  0.107
H (1.151, 6.211, -0.766)  0.113
H (2.278, 6.655, -1.970)  0.142
H (2.546, 6.058, 1.096)  0.096
H (3.932, 6.813, 0.432)  0.149
H (5.461, 5.026, 1.568)  0.116
H (4.132, 3.943, 1.621)  0.086
H (2.979, 5.566, 3.384)  0.048
H (4.431, 6.570, 3.175)  0.094
H (4.620, 4.964, 3.745)  0.084
Cl (-0.904, -4.569, 0.688)  -0.201

The calculation puts the LUMO energy at -19.02 eV. The calculation puts the HOMO-LUMO gap at 4.80 eV. The molecular weight comes out at 1654.2 g mol⁻¹. Its charge is +9. As for the total energy: -5310.67290 Ha.